# 1
Below is 2 unconnected molecules or ions with the total composition C6H16N in a non-equilibrium geometry, with properties calculated with ωB97M-V/def2-TZVPD.

The calculation puts the strongest force on any atom at 3.013 eV/A. For the HOMO-LUMO gap, the calculation gives 11.3 eV. As for the total charge: +1. The highest occupied orbital energy is -14.79 eV. The value obtained for the energy above the lowest of the compared OMol25 structures with the same formula, charge and spin is 196.8 kJ/mol.

```
23
Properties=species:S:1:pos:R:3:mulliken_charge:R:1
C -1.5360 0.4126 0.2915 -1.346
C -0.1532 1.0465 0.1152 -0.248
C 0.0643 2.2488 1.1213 -0.613
C 1.3977 3.1286 0.9267 -1.149
H -1.6021 -0.2610 1.1424 0.251
H -1.7785 -0.1335 -0.6326 0.532
H -2.3162 1.2069 0.3748 0.400
H 0.0301 1.3674 -0.9324 0.509
H 0.5939 0.3103 0.3953 0.128
H 0.0485 1.8766 2.1619 0.345
H -0.8397 2.8304 0.9603 0.334
H 2.3082 2.5152 1.0104 0.307
H 1.4386 3.8841 1.7450 0.343
H 1.3983 3.6553 -0.0414 0.309
C 0.2298 -2.7811 -1.0266 -0.025
C -0.4957 -3.1735 0.0231 -0.614
N 0.4458 -1.3681 -1.3889 -0.141
H 0.7621 -3.4450 -1.7265 0.317
H -0.3521 -4.1527 0.4840 0.278
H -1.1932 -2.4737 0.4575 0.230
H -0.4785 -0.8275 -1.3432 0.093
H 1.0070 -0.8795 -0.7125 0.359
H 0.8114 -1.1889 -2.3279 0.398
```

# 2
Below is 2 unconnected molecules or ions with the total composition C6H16N in a non-equilibrium geometry, with properties calculated with ωB97M-V/def2-TZVPD.

The calculation puts the strongest force on any atom at 1.188 eV/A. For the HOMO-LUMO gap, the calculation gives 10.9 eV. As for the total charge: +1. The highest occupied orbital energy is -13.81 eV. The value obtained for the energy above the lowest of the compared OMol25 structures with the same formula, charge and spin is 79.7 kJ/mol.

```
23
Properties=species:S:1:pos:R:3:mulliken_charge:R:1
C -2.8266 0.1975 1.0113 -0.984
C -2.1462 0.5519 -0.2876 0.098
C -1.7858 -0.3258 -1.2296 -0.968
H -3.7736 0.7297 1.0601 0.363
H -2.9797 -0.8794 1.0442 0.286
H -2.1923 0.5052 1.8449 0.267
H -1.9551 1.6088 -0.4600 0.358
H -1.4125 0.0050 -2.1893 0.355
H -2.0077 -1.3774 -1.0779 0.317
C 1.7760 1.3295 -1.2344 -1.115
C 1.9890 -0.0332 -0.5909 -0.398
N 0.9361 -0.3250 0.4175 -0.032
C 1.3153 -1.3805 1.4227 -0.856
H 1.7598 2.1026 -0.4647 0.363
H 2.5931 1.5343 -1.9216 0.367
H 0.8429 1.3818 -1.7940 0.279
H 1.9867 -0.8666 -1.2900 0.354
H 2.9562 -0.0169 -0.0884 0.394
H 0.0017 -0.4472 -0.0307 0.056
H 0.7167 0.5217 0.9553 0.431
H 1.6834 -2.2366 0.8691 0.356
H 0.4308 -1.6379 1.9952 0.335
H 2.0918 -0.9415 2.0386 0.376
```

# 3
Below is a gas-phase ion, C6H16N (charge +2) in a non-equilibrium geometry, with properties calculated with ωB97M-V/def2-TZVPD.

The calculation puts the strongest force on any atom at 1.486 eV/A. For the HOMO-LUMO gap (spin up / spin down), the calculation gives 13.2 / 7.8 eV. As for the total charge: +2. The highest occupied orbital energy (spin up / spin down) is -20.28 / -21.12 eV. As for the spin multiplicity: 2. The value obtained for the energy above the lowest of the compared OMol25 structures with the same formula, charge and spin is 175.3 kJ/mol.

```
23
Properties=species:S:1:pos:R:3:mulliken_charge:R:1
C 1.9375 -0.4200 -1.3247 -1.699
C 1.0872 0.0235 -0.1457 0.035
C -0.1759 0.7447 -0.5986 -0.768
C -1.6660 0.0045 0.0394 0.568
C -1.7224 -1.3852 -0.4169 -1.220
C -1.6830 0.2901 1.4950 -1.236
N 1.9254 0.9900 0.7153 -0.273
H 2.2493 0.3788 -1.9838 0.450
H 1.4034 -1.1979 -1.8593 0.416
H 2.8092 -0.9213 -0.9240 0.507
H 0.9358 -0.8240 0.5100 0.457
H -0.2746 1.7739 -0.2511 0.488
H -0.2824 0.6926 -1.6783 0.497
H -2.3090 0.6515 -0.5848 0.283
H -0.9722 -2.0463 0.0261 0.350
H -2.6699 -1.8098 -0.0005 0.387
H -1.8062 -1.6003 -1.4741 0.443
H -1.8057 1.3540 1.6771 0.450
H -0.8587 -0.1294 2.0648 0.335
H -2.5776 -0.1773 1.9248 0.396
H 2.8089 0.5328 0.9644 0.405
H 1.4822 1.2099 1.6106 0.349
H 2.1644 1.8653 0.2144 0.381
```

# 4
Below is a single C6H16N2 molecule in a non-equilibrium geometry, with properties calculated with ωB97M-V/def2-TZVPD.

The calculation puts the strongest force on any atom at 1.465 eV/A. For the HOMO-LUMO gap, the calculation gives 9.4 eV. Its SMILES is CCCCNCCN. As for the total charge: 0. The highest occupied orbital energy is -8.24 eV. The value obtained for the energy above the lowest of the compared OMol25 structures with the same formula, charge and spin is 81.5 kJ/mol.

```
24
Properties=species:S:1:pos:R:3:mulliken_charge:R:1
C 0.7564 -0.6045 -0.1870 -0.566
N -0.4202 0.1732 -0.4767 -0.130
C -1.5231 -0.4123 -1.2161 -0.708
C -2.3879 0.6784 -1.8293 -0.322
N -3.6163 0.0692 -2.3632 -0.557
C 1.9058 0.2804 0.3042 -0.855
C 2.5407 -0.5733 2.6048 -1.187
C 1.9134 0.5521 1.8153 -0.303
H 0.5433 -1.3394 0.5892 0.266
H 1.0374 -1.1427 -1.0830 0.371
H -0.7455 0.8191 0.2080 0.217
H -2.1917 -1.0187 -0.5740 0.253
H -1.1236 -1.1084 -1.9449 0.281
H -2.5228 1.4043 -1.0155 0.215
H -1.9156 1.1607 -2.6795 0.319
H -4.1346 0.6997 -2.9508 0.220
H -4.1860 -0.2507 -1.5969 0.205
H 2.8453 -0.1658 -0.0357 0.372
H 1.7921 1.2101 -0.2471 0.367
H 2.5667 -0.3678 3.6870 0.354
H 1.9368 -1.4853 2.6221 0.307
H 3.5673 -0.7687 2.3078 0.315
H 2.4599 1.4921 1.9207 0.322
H 0.9023 0.6983 2.1405 0.244
```

# 5
Below is 2 unconnected molecules or ions with the total composition C6H16N2 in a non-equilibrium geometry, with properties calculated with ωB97M-V/def2-TZVPD.

The calculation puts the strongest force on any atom at 3.612 eV/A. For the HOMO-LUMO gap, the calculation gives 10.0 eV. Its SMILES is CC(C)=N.CC(C)N. As for the total charge: 0. The highest occupied orbital energy is -9.05 eV. The value obtained for the energy above the lowest of the compared OMol25 structures with the same formula, charge and spin is 97.2 kJ/mol.

```
24
Properties=species:S:1:pos:R:3:mulliken_charge:R:1
C 1.0024 0.6213 -0.3406 1.384
C -1.5527 -0.9826 0.1517 0.935
C 1.0123 2.0277 -0.9243 -1.609
C -2.1715 0.0273 1.0800 -1.274
C 1.9614 -0.3045 -1.0771 -1.584
C -0.8667 -2.1741 0.7559 -1.238
N 1.3277 0.6391 1.0810 -0.550
N -1.8289 -0.9861 -1.1388 -0.755
H 0.8161 1.3797 1.5552 0.254
H 2.3166 0.8452 1.2153 0.265
H -2.5188 -0.2597 -1.3543 0.239
H -0.0688 0.1903 -0.5820 -0.379
H 2.9851 0.0873 -1.0730 0.424
H -0.3179 -2.7255 -0.0112 0.322
H 2.0065 2.4830 -0.8535 0.373
H 0.7275 2.0152 -1.9815 0.376
H 0.3181 2.6838 -0.3881 0.357
H -1.5923 0.0996 2.0031 0.330
H -2.1899 1.0109 0.6026 0.324
H -3.1988 -0.2750 1.2989 0.399
H 1.9618 -1.3014 -0.6244 0.371
H 1.6547 -0.4226 -2.1216 0.340
H -0.1677 -1.8440 1.5276 0.304
H -1.6162 -2.8349 1.1990 0.391
```

# 6
Below is a molecular structure, C6H16N2 in a non-equilibrium geometry, with properties calculated with ωB97M-V/def2-TZVPD.

The calculation puts the strongest force on any atom at 5.562 eV/A. For the HOMO-LUMO gap, the calculation gives 8.2 eV. As for the total charge: 0. The highest occupied orbital energy is -7.15 eV. The value obtained for the energy above the lowest of the compared OMol25 structures with the same formula, charge and spin is 545.5 kJ/mol.

```
24
Properties=species:S:1:pos:R:3:mulliken_charge:R:1
C 0.4651 -0.2043 0.0621 0.429
C -0.8812 -0.4087 -0.3138 -0.414
C -0.6065 -2.1716 0.4701 -0.679
C 0.1512 2.3619 -1.6173 -1.089
C 1.6259 -0.5774 -0.8131 -1.538
C -0.7379 -2.1870 1.9782 -1.039
N -0.1277 1.6171 -0.4124 0.001
N -0.2556 2.4135 0.7529 -0.761
H 0.6706 -0.0378 1.1125 0.360
H -1.0362 3.0651 0.6504 0.230
H 0.5817 2.9857 0.8943 0.213
H -1.6618 -0.0426 0.3382 0.256
H -1.0936 -0.6195 -1.3542 0.299
H 0.2568 -2.7223 0.1020 0.349
H -1.4878 -2.5875 -0.0182 0.372
H 0.2318 1.6657 -2.4572 0.308
H -0.6495 3.0835 -1.8523 0.337
H 1.0969 2.9321 -1.5545 0.302
H 2.3257 0.2572 -0.8578 0.395
H 1.3082 -0.8118 -1.8294 0.303
H 2.1603 -1.4397 -0.4101 0.436
H -1.4880 -1.4667 2.3174 0.279
H -1.0526 -3.1699 2.3438 0.354
H 0.2043 -1.9350 2.4682 0.297
```

# 7
Below is a single C6H16N2 molecule in a non-equilibrium geometry, with properties calculated with ωB97M-V/def2-TZVPD.

The calculation puts the strongest force on any atom at 2.871 eV/A. For the HOMO-LUMO gap, the calculation gives 9.3 eV. Its SMILES is CC(C)CNCCN. As for the total charge: 0. The highest occupied orbital energy is -8.20 eV. The value obtained for the energy above the lowest of the compared OMol25 structures with the same formula, charge and spin is 130.0 kJ/mol.

```
24
Properties=species:S:1:pos:R:3:mulliken_charge:R:1
C 1.6495 1.0527 0.5718 -0.522
N 0.7252 0.1082 -0.0925 -0.248
C -0.3819 -0.2827 0.7426 -0.822
C -1.2780 -1.3419 0.0229 0.946
C -2.6140 -0.6394 -0.3105 -1.560
C -1.4624 -2.5832 0.8287 -1.639
C 2.5162 1.8347 -0.4340 -0.694
N 1.7249 2.4590 -1.5019 -0.529
H 2.3674 0.4078 1.0785 0.230
H 1.0554 1.6987 1.2155 0.330
H 0.6382 0.3749 -1.0608 0.295
H 0.0194 -0.9014 1.5797 0.243
H -0.8781 0.5506 1.2489 0.403
H -0.7256 -1.4932 -0.9356 0.140
H -2.4761 0.3896 -0.6613 0.404
H -3.0842 -1.1169 -1.1718 0.400
H -3.2751 -0.6700 0.5365 0.344
H -1.5272 -2.4435 1.9257 0.360
H -2.3043 -3.1901 0.5184 0.409
H -0.6539 -3.3075 0.7092 0.390
H 3.0142 2.6296 0.1031 0.412
H 3.1651 1.0736 -0.8598 0.310
H 1.8607 1.9602 -2.3696 0.183
H 1.9244 3.4301 -1.6834 0.215
```

# 8
Below is a molecular structure, C6H16N2 in a non-equilibrium geometry, with properties calculated with ωB97M-V/def2-TZVPD.

The calculation puts the strongest force on any atom at 5.017 eV/A. For the HOMO-LUMO gap, the calculation gives 10.2 eV. As for the total charge: 0. The highest occupied orbital energy is -9.23 eV. The value obtained for the energy above the lowest of the compared OMol25 structures with the same formula, charge and spin is 327.9 kJ/mol.

```
24
Properties=species:S:1:pos:R:3:mulliken_charge:R:1
C -1.7498 -1.4977 -0.5531 -0.234
N -0.4351 -0.8988 -0.8341 -0.475
C -0.5015 0.7578 -0.2626 -0.072
C 0.8524 1.3129 -0.6810 -0.645
C 2.0071 1.0334 0.2652 -0.557
N 3.3114 1.3255 -0.3678 -0.704
C -0.9265 1.0458 1.1596 -1.327
C -1.5602 -2.7516 0.2969 -1.101
H -2.4976 -0.8350 -0.1043 0.206
H -2.1819 -1.7777 -1.5152 0.363
H -0.1291 -0.5534 0.0297 0.103
H -1.2627 1.1410 -0.9393 0.563
H 1.1509 0.9243 -1.6470 0.312
H 0.6697 2.3823 -0.8072 0.343
H 2.0449 1.5159 1.2405 0.270
H 2.0827 -0.0307 0.5072 0.344
H 3.2409 2.1487 -0.9485 0.256
H 3.5428 0.5796 -1.0114 0.272
H -1.9385 0.6932 1.3490 0.435
H -0.2433 0.6475 1.9060 0.339
H -0.9797 2.1241 1.3057 0.380
H -1.1419 -3.5665 -0.2917 0.292
H -0.8793 -2.6094 1.1383 0.296
H -2.4757 -3.1110 0.7651 0.340
```

# 9
Below is 3 unconnected molecules or ions with the total composition C6H16N2, with properties calculated with ωB97M-V/def2-TZVPD.

The calculation puts the strongest force on any atom at 0.469 eV/A. For the HOMO-LUMO gap, the calculation gives 6.8 eV. As for the total charge: 0. The highest occupied orbital energy is -6.02 eV. The value obtained for the energy above the lowest of the compared OMol25 structures with the same formula, charge and spin is 514.5 kJ/mol.

```
24
Properties=species:S:1:pos:R:3:mulliken_charge:R:1
C 1.7978 0.1022 0.5386 -0.227
C 1.3054 -1.0797 1.1854 -0.766
C 0.9142 -0.4093 -1.8870 -1.439
N 1.3444 1.3176 0.8801 -0.336
H 2.6420 0.0760 -0.1305 0.503
H 1.4709 2.0690 0.2196 0.303
H 0.4567 1.3626 1.3575 0.241
H 1.9023 -1.9641 0.9814 0.327
H 0.2288 -1.2195 0.7594 -0.068
H 1.1292 -0.9579 2.2591 0.312
H 1.6316 0.4078 -1.9813 0.307
H 0.3745 -0.4856 -2.8292 0.515
H 1.4179 -1.3557 -1.6936 0.298
C -1.7250 0.0933 1.4872 -1.306
N -1.0885 1.2797 -1.1503 -0.514
C -1.0258 -0.1568 -0.9884 -0.052
C -1.3826 -0.7023 0.2539 -0.409
H -0.7194 1.5577 -2.0503 0.240
H -2.0481 1.6060 -1.0865 0.230
H -1.3670 -0.7552 -1.8276 0.420
H -1.7646 -1.7175 0.2265 0.427
H -1.1154 -0.1662 2.3676 0.244
H -1.6148 1.1675 1.3171 0.418
H -2.7646 -0.0698 1.7915 0.331
```